(1)
Computed, not measured: a cluster of 6 separate species, CH13O5S in total in a non-equilibrium geometry, with wB97M-V/def2-TZVPD.

The geometry in XYZ format:
```
20
Properties=species:S:1:pos:R:3:mulliken_charge:R:1
H -0.061 0.574 3.032 0.300
S -0.882 -1.283 1.861 -0.120
O 1.376 -2.372 -2.856 -0.589
O -1.198 -0.891 -1.787 -0.613
O -2.139 0.796 -0.018 -0.603
H -2.058 0.084 0.641 0.239
H 2.145 -2.855 -2.612 0.304
H 2.374 0.218 0.479 0.343
H -0.392 2.428 -2.365 0.308
C 0.093 -0.490 3.175 -0.764
O 1.870 1.039 0.551 -0.576
H -1.740 -0.086 -1.716 0.348
H -0.518 -0.742 4.049 0.356
H 1.032 0.543 0.467 0.246
O 0.320 3.012 -2.140 -0.637
H -2.157 1.597 0.475 0.304
H 0.945 2.521 -1.607 0.326
H 0.878 -2.271 -2.049 0.277
H 1.101 -0.865 3.269 0.282
H -0.988 -0.957 -0.849 0.269
```

- ΔE to the lowest compared entry with this formula, charge and spin: 79.3 kJ/mol
- Expectation value of S²: 0.75
- Multiplicity: 2
- HOMO (alpha / beta): -10.64 / -10.25 eV
- Electronic energy: -22318.7711 eV

=====

(2)
Computed, not measured: a structure of composition C21H12N3O12SW in a non-equilibrium geometry, with wB97M-V/def2-TZVPD.

The geometry in XYZ format:
```
50
Properties=species:S:1:pos:R:3:mulliken_charge:R:1
C -2.664 5.157 -1.477 -0.598
H -1.809 5.350 0.504 0.520
N -0.718 -2.512 -0.488 -0.325
O 5.140 1.065 3.317 -0.428
H 4.989 0.617 0.810 0.633
O -4.043 -1.617 -0.732 -0.417
N 0.192 1.508 -0.440 -0.457
O 2.236 -4.308 0.266 -0.442
C -2.242 3.090 -2.680 -0.644
W 0.019 -0.435 0.386 2.261
H -4.589 -0.933 -0.295 0.438
C 4.053 0.532 1.349 -0.608
O 3.492 -0.119 -1.583 -0.405
C -2.783 -1.527 -0.476 0.417
H 2.772 0.510 4.550 0.526
C 2.721 -0.187 -0.705 0.090
C -2.313 -3.566 -1.913 -0.746
C 4.019 0.725 2.757 0.789
H -2.331 2.481 -3.570 0.556
C -1.501 2.655 -1.600 0.168
O 1.423 -0.704 -0.836 -0.647
C 0.137 -3.510 -0.716 1.341
C 0.400 -0.328 3.282 0.057
H 5.109 1.177 4.283 0.371
C 1.714 0.149 2.749 0.383
C -1.376 -4.531 -2.252 -0.716
N 1.734 0.097 1.403 0.324
C -2.820 4.357 -2.604 -0.624
C -1.364 3.476 -0.465 0.570
O 0.035 -0.367 4.391 -0.393
C 2.897 0.212 0.725 0.630
H -3.392 4.728 -3.444 0.453
C -1.926 -2.578 -1.031 0.587
C 2.817 0.475 3.468 -0.445
O 1.315 -2.452 0.947 -0.278
H -3.118 6.139 -1.449 0.459
O -1.005 0.248 -1.768 -0.539
S -0.382 2.605 0.697 1.294
C -1.926 4.727 -0.372 -0.777
H -1.615 -5.305 -2.970 0.520
O 0.632 3.298 1.398 -0.574
H -3.319 -3.581 -2.313 0.566
C -0.773 1.408 -1.398 0.788
C -0.142 -4.524 -1.609 -0.874
C 1.300 -3.415 0.199 0.281
O -0.340 -0.774 2.175 -0.638
O -1.127 1.551 1.434 -0.521
H 0.570 -5.315 -1.809 0.314
H 2.156 -5.084 -0.313 0.327
O -2.254 -0.667 0.218 -0.571
```

- ΔE to the lowest compared entry with this formula, charge and spin: 172.1 kJ/mol
- Charge: +3
- HOMO: -18.44 eV
- Electronic energy: -63646.6031 eV

=====

(3)
Computed, not measured: a structure of composition C25H19BaN8O8, with wB97M-V/def2-TZVPD.

The geometry in XYZ format:
```
61
Properties=species:S:1:pos:R:3:mulliken_charge:R:1
H 5.241 -2.298 1.681 0.421
C -3.151 1.263 0.193 -0.671
C 3.705 0.571 0.778 0.421
C 3.800 1.781 -0.170 0.235
C 1.772 -0.162 -1.942 0.128
H -6.283 -0.091 0.069 0.368
O 0.318 -1.931 0.727 -0.519
O 4.607 1.661 -1.102 -0.768
Ba 0.514 2.343 0.865 2.047
C -4.354 2.934 2.001 -0.630
H -1.646 -1.068 1.848 0.195
C 4.689 -0.412 0.820 -0.529
C 2.124 1.702 -3.172 -0.624
N 1.954 -1.361 -1.417 0.309
N 0.719 -4.248 -1.909 -0.760
C 4.493 -1.518 1.625 -0.489
H -5.140 -1.592 -1.527 0.365
O 3.014 2.732 0.075 -0.757
C -3.244 -0.572 -1.370 -0.553
O -2.738 4.876 3.112 -0.727
H 4.498 -0.065 -2.830 0.271
H 5.569 -0.285 0.205 0.505
N -1.813 -1.994 1.479 -0.405
C -4.523 1.091 0.473 1.274
H -2.770 -2.167 1.205 0.310
C -2.529 0.420 -0.761 0.096
C 3.308 -1.639 2.343 -0.477
H 2.974 2.330 -2.888 0.260
C 1.048 -0.644 2.892 0.082
H -2.756 -1.233 -2.075 0.515
H 1.334 -1.648 -0.644 -0.319
C -0.126 -3.859 -1.222 0.219
H -4.751 3.642 2.713 0.506
O 0.384 2.890 -1.933 -0.786
O 0.861 -1.708 3.670 -0.500
C -0.830 -2.404 0.600 0.824
C 2.387 -0.615 2.229 0.261
H -0.066 -1.699 3.954 0.477
H 2.418 -2.086 -1.936 0.341
C -5.235 0.049 -0.170 -0.879
C -2.486 -3.820 -0.565 -0.167
N 2.589 0.470 1.488 -0.002
C 1.027 1.866 -2.135 0.526
H 3.093 -2.507 2.948 0.500
N -2.396 2.204 0.837 -0.218
H 3.564 -1.358 -3.649 0.351
C -4.608 -0.772 -1.063 -0.576
N 2.438 0.293 -3.023 -0.025
N 0.894 0.715 -1.420 -0.268
H -1.478 0.560 -0.984 0.831
C -2.971 3.003 1.703 0.321
H 1.778 1.951 -4.175 0.403
N -3.592 -4.146 -0.663 -0.656
C -2.113 4.046 2.457 0.180
C -5.114 1.977 1.404 -0.755
C 3.673 -0.282 -3.512 -1.017
O 0.223 0.235 2.769 -0.577
O -0.857 3.923 2.336 -0.761
H 3.892 0.150 -4.487 0.371
C -1.159 -3.378 -0.387 0.107
H -6.170 1.879 1.633 0.396
```

- ΔE to the lowest compared entry with this formula, charge and spin: 4.2 kJ/mol
- Charge: -1
- HOMO: -5.55 eV
- Electronic energy: -55238.4290 eV

=====

(4)
Computed, not measured: a structure of composition C35H48AsBrF6Ge2IrN2OP, with wB97M-V/def2-TZVPD.

The geometry in XYZ format:
```
98
Properties=species:S:1:pos:R:3:mulliken_charge:R:1
H 1.472 -0.873 -3.338 0.776
C 3.981 -2.191 -0.574 0.008
H -2.463 0.053 5.419 0.505
Ir 0.833 -0.276 -0.349 1.087
H 5.427 0.758 -0.271 0.731
C -1.551 1.952 5.009 -1.005
H -1.587 0.975 -2.555 0.389
H -2.002 -4.606 -1.095 0.312
C 1.007 2.700 -0.466 0.188
C 1.775 1.727 1.633 0.253
C 4.886 0.122 1.727 -1.162
H 1.928 0.871 2.271 0.060
C -1.607 1.182 2.347 1.928
C -2.381 2.905 -3.038 -0.764
Br 2.211 5.791 1.945 -0.016
H 5.280 -2.237 -2.333 0.300
H -5.831 -0.209 -1.479 0.499
H -0.638 3.764 4.311 0.499
H 3.189 1.604 -4.077 0.466
C 0.551 -3.286 -1.335 0.725
H -4.567 1.542 2.605 0.299
H -3.686 -4.136 -2.366 0.508
H 4.015 -0.025 2.361 0.111
C 2.984 1.420 -3.023 -1.234
C -2.107 0.329 3.327 -0.082
Ge -4.311 0.128 0.480 0.981
C -3.695 -3.078 -2.111 -1.306
F 0.243 -2.388 4.134 -0.346
C 1.841 -2.949 -3.726 -1.003
H 2.107 -5.084 -3.743 0.482
C 2.058 2.978 2.120 -0.542
H -3.571 -2.231 1.234 0.214
C 1.376 -1.888 -2.977 -0.700
H -0.208 -4.350 0.386 0.865
H 5.396 -0.837 1.644 0.326
H 4.854 0.493 -2.458 0.728
H 1.908 1.259 -2.914 0.055
C 5.338 -2.356 -1.251 -1.427
C -0.439 -3.476 -0.215 -0.198
Ge -1.576 0.703 0.461 -2.012
N 0.783 -2.032 -1.783 0.636
C 3.797 0.232 -2.522 -0.782
F 1.436 -0.499 3.618 -0.423
As 3.316 -0.373 -0.728 0.490
H -3.466 5.196 -0.786 0.489
H 0.868 -5.381 -1.602 0.578
H -5.142 1.428 -1.491 0.367
F 1.043 -3.372 2.227 -0.447
H -3.731 -2.489 -3.025 0.288
H 5.719 -3.357 -1.049 0.430
H 0.588 2.609 -1.459 0.682
C -4.917 0.372 -1.345 -1.140
C -2.490 -2.665 -1.315 0.420
C 1.038 -4.395 -2.012 -0.941
H 1.129 4.828 -0.598 0.498
H -4.180 0.056 -2.074 0.263
H 2.303 -2.769 -4.686 0.547
C -1.984 1.907 -2.165 -0.501
H 3.230 2.330 -2.474 0.353
H -2.767 3.431 0.778 0.532
C -2.653 3.278 -0.287 -0.763
H -2.286 2.763 -4.107 0.488
C 1.302 3.950 0.009 -0.750
H 3.723 -0.621 -3.195 0.500
C -5.034 1.516 1.624 -1.059
H -4.975 2.493 1.153 0.343
C 4.536 0.692 0.357 -0.783
C -2.083 0.719 4.656 -0.806
C -3.047 4.275 -1.170 -1.089
H 5.566 0.807 2.234 0.455
H -3.225 4.870 -3.221 0.454
H 4.030 -2.390 0.495 0.314
H 6.076 -1.649 -0.869 0.336
H 2.450 3.105 3.120 0.652
F -0.035 -1.349 2.092 -0.479
H 4.117 1.695 0.423 0.494
F 2.187 -1.477 1.676 -0.462
C -1.047 2.801 4.034 -0.852
O -2.205 -1.475 -1.119 -0.214
C -2.106 2.093 -0.786 2.449
N -1.748 -3.669 -0.825 0.126
C 1.223 1.535 0.329 -0.252
C 1.829 4.092 1.306 -0.408
H 3.231 -2.862 -0.990 0.061
H -0.684 3.091 1.946 0.493
C -4.477 -1.632 1.299 -1.117
H -5.290 -2.165 0.803 0.474
C -1.065 2.416 2.701 -0.692
H -4.598 -2.867 -1.542 0.177
C -2.911 4.091 -2.539 -0.768
H -0.472 -2.624 0.458 -1.352
H -4.736 -1.497 2.348 0.492
H -2.483 -0.653 3.069 0.394
P 1.240 -1.967 2.986 1.571
H -1.520 2.247 6.048 0.415
F 2.535 -2.496 3.719 -0.366
H -6.089 1.251 1.744 0.508
C 1.713 -4.230 -3.210 -0.823
```

- ΔE to the lowest compared entry with this formula, charge and spin: 91.7 kJ/mol
- Expectation value of S²: 6.04
- Charge: +2
- Multiplicity: 5
- HOMO (alpha / beta): -13.00 / -14.01 eV
- Electronic energy: -314436.8271 eV

=====

(5)
Computed, not measured: a cluster of 3 separate species, C5H15NO2 in total in a non-equilibrium geometry, with wB97M-V/def2-TZVPD.

The geometry in XYZ format:
```
23
Properties=species:S:1:pos:R:3:mulliken_charge:R:1
H -3.115 -3.573 -1.332 0.372
H -1.969 -0.226 0.711 0.488
C 1.608 -0.695 1.757 -3.572
C 1.281 -0.267 0.386 3.201
O -3.241 -2.745 -0.956 -0.700
H 1.394 0.047 2.577 0.751
H -2.301 -2.507 -0.673 0.357
H 3.257 0.336 0.217 0.575
C -0.027 -0.204 0.059 -1.109
H 0.235 -0.231 -2.035 0.229
O 0.179 4.142 -0.360 -1.405
C -0.510 0.119 -1.298 -1.841
H 2.496 -1.324 1.858 0.558
H -0.732 1.227 -1.539 0.374
N -1.093 -0.656 0.968 -0.347
H 1.012 -1.473 2.187 0.398
H -1.421 -0.392 -1.452 0.473
C 2.440 0.071 -0.396 -1.906
H 0.994 3.886 -0.114 0.485
H -0.935 -0.633 1.962 0.252
H 2.155 0.634 -1.255 0.423
H -0.389 4.412 0.392 0.605
H 2.714 -0.907 -0.785 0.340
```

- ΔE to the lowest compared entry with this formula, charge and spin: 169.2 kJ/mol
- Expectation value of S²: 0.75
- Charge: -1
- Multiplicity: 2
- HOMO (alpha / beta): 1.12 / -4.34 eV
- Electronic energy: -11010.7299 eV

=====

> The highest ΔE to the lowest compared entry with this formula, charge and spin belongs to which entry?

C21H12N3O12SW

=====

> Among the records above, which one has the lowest electronic energy?

C35H48AsBrF6Ge2IrN2OP

=====

> What is the electronic energy in the third record?

-55238.4290 eV